{
  "formula": "C3H7N3S2",
  "method": "wB97M-V/def2-TZVPD",
  "symbols": ["C", "N", "C", "S", "S", "C", "N", "N", "H", "H", "H", "H", "H", "H", "H"],
  "coordinates": [[-1.27694, 2.23138, -0.24162], [-0.43654, 1.04695, -0.42039], [-0.85430, -0.12632, 0.09674], [-2.45732, -0.70503, 0.21944], [0.47418, -1.33074, -0.00424], [1.98978, -0.67372, -0.81553], [2.46926, 0.38713, -0.18637], [2.20891, 0.70024, 1.00533], [-0.81814, 2.93712, -0.90984], [-2.13069, 1.96323, -0.96602], [-1.57846, 2.42718, 0.77199], [0.62818, 1.10474, -0.28869], [2.26742, -0.95762, -1.94811], [2.84964, 1.54486, 1.40297], [1.66974, 0.02451, 1.46686]],
  "mulliken_charge": [-1.059, -0.200, 0.175, -0.254, -0.223, -0.049, -0.444, -0.244, 0.420, 0.364, 0.308, 0.417, 0.320, 0.277, 0.194],
  "smiles": "CNC(=S)S/C=N\\N",
  "homo_energy_ev": -8.32,
  "total_energy_ev": -29361.8174,
  "e_above_lowest_ev": 3.8097,
  "lumo_energy_ev": 0.340,
  "total_charge": 0
}